[1]
C25H23BaN9O3S | ωB97M-V/def2-TZVPD

```
62
C25H23BaN9O3S, DFT ωB97M-V/def2-TZVPD
Ba -0.22730 1.32691 0.41532
O -4.66984 1.07876 -1.19129
C -3.65763 1.07086 -0.47702
N -2.64495 1.93376 -0.46422
C -2.86193 3.02364 -1.38823
C -1.92095 4.17310 -1.15012
C -2.14005 5.39821 -1.78688
C -1.26978 6.44521 -1.57563
C -0.18510 6.25751 -0.72458
C -0.03692 5.01849 -0.13930
N -0.87582 3.99501 -0.34115
C -3.52317 -0.07842 0.52045
C -4.40506 -1.14696 0.43682
C -4.25736 -2.20567 1.32019
C -3.24032 -2.15620 2.26590
C -2.42033 -1.04114 2.27618
N -2.54241 -0.02611 1.42579
H -3.89344 3.39389 -1.33814
H -2.74185 2.70602 -2.43637
H -2.99851 5.50727 -2.43682
H -1.43038 7.40006 -2.05951
H 0.52162 7.04972 -0.52116
H 0.80111 4.82944 0.52616
H -5.17164 -1.10859 -0.32324
H -4.92278 -3.05841 1.27154
H -3.08004 -2.95408 2.97766
H -1.61324 -0.96607 2.99836
N 0.79804 -7.36215 1.11429
C 0.89572 -6.02238 0.77337
C -0.25451 -5.23682 0.64663
C -0.15419 -3.89148 0.35066
C 1.09584 -3.31483 0.17599
C 2.24662 -4.07846 0.30221
C 2.14696 -5.42415 0.59835
S 1.23812 -1.59253 -0.14108
O -0.03621 -1.16184 -0.73127
O 2.38429 -1.37272 -0.99202
N 1.28607 -0.80403 1.22125
C 2.43934 -0.42304 1.83224
N 3.51861 -1.20602 1.86139
C 4.57635 -0.74371 2.51791
C 4.58535 0.47843 3.16035
C 3.41932 1.22243 3.06199
N 2.34514 0.81014 2.40700
H -0.08326 -7.80632 0.91910
H 1.59206 -7.93707 0.88841
H -1.22988 -5.68993 0.77908
H -1.04453 -3.28474 0.24395
H 3.21345 -3.61073 0.17313
H 3.04460 -6.02261 0.69815
H 5.45219 -1.38325 2.53315
H 5.45099 0.83459 3.69748
H 3.34793 2.20421 3.52098
N 1.14665 0.84806 -2.78439
C 1.45478 1.21758 -4.03600
C 1.71474 2.57034 -4.00183
C 1.54198 2.92608 -2.65682
N 1.20714 1.87287 -1.92090
H 0.98429 -0.08657 -2.42751
H 1.46437 0.50407 -4.84166
H 1.98603 3.20357 -4.82725
H 1.63369 3.89676 -2.19700
```

Results
* energy relative to the best compared isomer or geometry (same formula, charge and spin): 0.199 eV
* net charge: 0
* HOMO energy: -7.8 eV

[2]
C25H23Br9N4O6 | ωB97M-V/def2-TZVPD

```
67
C25H23Br9N4O6, DFT ωB97M-V/def2-TZVPD
N -1.10843 1.60099 -3.01795
C -1.50874 0.57439 -3.82115
C -1.34699 1.02034 -5.13005
C -0.79146 2.25994 -5.16375
C -0.62678 2.59616 -3.77797
H -1.15996 1.67061 -2.01167
H -1.88767 -0.36340 -3.44254
H -1.60174 0.48084 -6.03030
H -0.40747 2.90495 -5.94023
H -0.23615 3.48707 -3.30886
C 4.15801 3.12360 -3.38682
Br 5.99341 3.52505 -2.83655
Br 3.95260 3.43595 -5.35309
Br 2.89677 4.21284 -2.38108
H 3.80585 2.14020 -3.07537
C 3.41480 1.76886 3.05533
Br 3.63072 -0.21673 3.04006
Br 4.99454 2.62392 3.91332
Br 1.77405 2.36194 3.98073
H 3.33831 2.11771 2.02550
C 1.44595 -0.09262 -0.47791
Br 1.84687 -1.53788 -1.66729
Br 3.04099 1.17299 -0.58463
Br 0.87250 -0.49950 1.42281
H 0.53735 0.37454 -0.85778
C 2.04369 -4.05301 0.79455
C 2.53929 -3.63988 2.01174
C 1.96037 -4.05895 3.19959
C 0.96425 -5.03202 3.16910
C 0.43963 -5.41115 1.92651
C 0.96832 -5.00978 0.71692
N 0.30480 -5.49327 4.44517
O -0.73932 -6.20785 4.40255
O 0.72398 -4.93830 5.47857
H 2.59769 -3.85985 -0.11219
H 3.47536 -3.10381 1.95887
H 2.32597 -3.54247 4.07480
H -0.41810 -6.06554 1.97606
H 0.58732 -5.48381 -0.17558
C -1.94489 7.59387 -0.13847
C -1.50086 7.37581 1.17583
C -0.86169 6.21090 1.48128
C -0.75348 5.16813 0.49533
C -1.08459 5.48208 -0.82137
C -1.73374 6.66979 -1.12985
N -0.03557 3.86426 0.76060
O 0.74115 3.84962 1.73652
O -0.22352 2.95242 0.02208
H -2.55467 8.47017 -0.30173
H -1.65339 8.15091 1.91227
H -0.49607 6.02250 2.47990
H -0.84427 4.77862 -1.60482
H -2.09487 6.69152 -2.14745
C -3.37137 -5.29690 1.91689
C -3.83131 -5.51290 0.58745
C -3.33151 -4.64768 -0.39598
C -2.33844 -3.70006 -0.14402
C -1.91213 -3.55116 1.15773
C -2.36565 -4.29692 2.18389
N -1.78047 -2.77047 -1.20801
O -1.90471 -3.07986 -2.36707
O -1.36347 -1.67054 -0.86525
H -3.79732 -5.91985 2.68951
H -4.54044 -6.29065 0.34529
H -3.73985 -4.79465 -1.38495
H -1.18969 -2.77928 1.37836
H -2.29374 -3.81279 3.14661
```

Results
* 2S+1: 2
* <S²>: 0.7622
* net charge: +1
* HOMO energy (spin up / spin down): -11.5 / -11.5 eV

[3]
C25H23F3N5ORhS | ωB97M-V/def2-TZVPD

```
59
C25H23F3N5ORhS, DFT ωB97M-V/def2-TZVPD
Rh 0.65436 0.97522 -0.22850
N 2.13901 1.55474 3.66849
C 1.91589 1.59592 2.34888
O 0.75776 1.54497 1.91147
C 3.07885 1.75575 1.41684
C 2.77061 1.16749 0.04545
H 1.35912 1.40619 4.28770
H 3.07142 1.51718 4.03723
H 3.96229 1.30398 1.87857
H 3.28464 2.83363 1.37482
H 3.10786 0.13445 0.00953
H 3.22834 1.70281 -0.78806
C 0.97777 6.25633 -1.39871
C 0.93488 5.02333 -2.21971
N 0.95691 4.95683 -3.50897
N 0.89163 3.60658 -3.77765
C 0.83784 2.83936 -2.68646
S 0.77224 1.17182 -2.57152
N 0.85826 3.74774 -1.68316
N 0.84647 3.34633 -0.36162
H 1.02279 7.11544 -2.06225
H 1.85439 6.26446 -0.74931
H 0.08810 6.33599 -0.77252
H 0.87241 3.28218 -4.72852
H 1.67565 3.65453 0.12901
H 0.00239 3.64742 0.12139
C -4.29380 -1.75603 0.66642
C -2.91859 -1.93585 0.93760
C -2.02932 -0.93225 0.68010
C -2.43489 0.30082 0.10248
C -1.47469 1.32049 -0.25504
C -2.01144 2.48388 -0.75948
C -3.40897 2.71986 -0.89074
C -4.29849 1.74398 -0.57850
C -3.82621 0.49361 -0.09899
C -4.73506 -0.56089 0.18093
H -4.99334 -2.55940 0.86326
H -2.56830 -2.87538 1.34934
H -0.98453 -1.06566 0.90831
H -1.38788 3.29365 -1.12893
H -3.75507 3.68019 -1.25891
H -5.36598 1.89979 -0.68838
H -5.79100 -0.39692 -0.00664
F 0.13664 -8.05389 1.95118
C 0.69068 -7.75167 0.76373
F 1.87102 -8.40717 0.70131
F -0.09250 -8.29402 -0.19028
C 0.85879 -6.27363 0.57118
C 1.22069 -5.79716 -0.68338
C 1.31593 -4.43616 -0.90691
C 1.04475 -3.52344 0.11903
C 0.72266 -4.01964 1.38294
C 0.62254 -5.38569 1.60671
C 1.04142 -2.10566 -0.11803
C 1.03088 -0.91194 -0.31499
H 1.41962 -6.49575 -1.48724
H 1.58856 -4.06028 -1.88407
H 0.53144 -3.32170 2.18779
H 0.35257 -5.75673 2.58579
```

Results
* energy relative to the best compared isomer or geometry (same formula, charge and spin): 2.035 eV
* net charge: 0
* HOMO energy: -6.9 eV

[4]
C25H23FN4O3S2W | ωB97M-V/def2-TZVPD

```
59
C25H23FN4O3S2W, DFT ωB97M-V/def2-TZVPD
W 0.11810 -0.25949 -0.34484
C -2.17021 0.93071 0.34836
C -1.50858 1.10542 1.57633
C -1.12880 -0.00205 2.31473
C -1.45770 -1.29891 1.87615
C -2.17663 -1.46079 0.70891
C -2.48961 -0.35380 -0.10195
H -2.47452 1.79880 -0.21956
H -1.24853 2.10311 1.90264
H -0.57245 0.12454 3.23477
H -1.15855 -2.16433 2.45419
H -2.48188 -2.44514 0.40024
H -3.02029 -0.49074 -1.03571
S 1.88617 0.16692 -1.76192
C 1.26003 1.72817 -2.19060
S -0.39935 1.67333 -1.68889
C 1.92064 2.78497 -2.69910
C 1.22944 4.00864 -2.95376
N 0.66044 4.99313 -3.11380
C 3.33076 2.66598 -2.91651
N 4.46539 2.50268 -2.98896
C 1.45596 2.13727 4.03836
C 2.62161 2.32145 3.08156
C 2.97168 1.07714 2.25034
C 4.13454 1.42721 1.25463
C 4.80499 0.23820 0.58235
C 3.46306 -0.05485 3.15080
O 4.24627 0.12194 4.03412
N 2.98752 -1.34716 2.87156
C 2.05402 -1.72937 1.94673
O 1.65473 -2.85601 1.81155
N 1.51785 -0.66350 1.18721
C 1.84020 0.60454 1.42513
O 1.07874 1.36051 0.74499
H 1.33153 3.02210 4.65992
H 1.61203 1.29240 4.71246
H 0.51158 1.99933 3.50384
H 3.52646 2.56324 3.63886
H 2.44098 3.14822 2.39234
H 4.86156 1.97614 1.85378
H 3.73353 2.13098 0.52125
H 5.34840 -0.37757 1.29968
H 5.52757 0.59192 -0.15198
H 4.09727 -0.40338 0.05095
H 3.35781 -2.09116 3.45456
F -3.96098 -2.99887 -3.79822
C -2.83990 -2.76652 -3.15352
C -2.03115 -1.71951 -3.55367
C -0.83637 -1.53476 -2.87597
C -0.49137 -2.31618 -1.74407
C 0.78648 -2.17000 -1.02818
C -1.35942 -3.38497 -1.38725
C -2.50257 -3.62930 -2.09458
H -2.30137 -1.11916 -4.41110
H -0.13675 -0.80519 -3.25688
H 1.68910 -2.18680 -1.62818
H 0.88273 -2.81310 -0.15196
H -1.07245 -4.03809 -0.57096
H -3.15121 -4.46854 -1.88004
```

Results
* energy relative to the best compared isomer or geometry (same formula, charge and spin): 1.377 eV
* net charge: +2
* HOMO energy (spin up / spin down): -15.3 / -15.3 eV

Repeat the fourth record exactly.
C25H23FN4O3S2W | ωB97M-V/def2-TZVPD

```
59
C25H23FN4O3S2W, DFT ωB97M-V/def2-TZVPD
W 0.11810 -0.25949 -0.34484
C -2.17021 0.93071 0.34836
C -1.50858 1.10542 1.57633
C -1.12880 -0.00205 2.31473
C -1.45770 -1.29891 1.87615
C -2.17663 -1.46079 0.70891
C -2.48961 -0.35380 -0.10195
H -2.47452 1.79880 -0.21956
H -1.24853 2.10311 1.90264
H -0.57245 0.12454 3.23477
H -1.15855 -2.16433 2.45419
H -2.48188 -2.44514 0.40024
H -3.02029 -0.49074 -1.03571
S 1.88617 0.16692 -1.76192
C 1.26003 1.72817 -2.19060
S -0.39935 1.67333 -1.68889
C 1.92064 2.78497 -2.69910
C 1.22944 4.00864 -2.95376
N 0.66044 4.99313 -3.11380
C 3.33076 2.66598 -2.91651
N 4.46539 2.50268 -2.98896
C 1.45596 2.13727 4.03836
C 2.62161 2.32145 3.08156
C 2.97168 1.07714 2.25034
C 4.13454 1.42721 1.25463
C 4.80499 0.23820 0.58235
C 3.46306 -0.05485 3.15080
O 4.24627 0.12194 4.03412
N 2.98752 -1.34716 2.87156
C 2.05402 -1.72937 1.94673
O 1.65473 -2.85601 1.81155
N 1.51785 -0.66350 1.18721
C 1.84020 0.60454 1.42513
O 1.07874 1.36051 0.74499
H 1.33153 3.02210 4.65992
H 1.61203 1.29240 4.71246
H 0.51158 1.99933 3.50384
H 3.52646 2.56324 3.63886
H 2.44098 3.14822 2.39234
H 4.86156 1.97614 1.85378
H 3.73353 2.13098 0.52125
H 5.34840 -0.37757 1.29968
H 5.52757 0.59192 -0.15198
H 4.09727 -0.40338 0.05095
H 3.35781 -2.09116 3.45456
F -3.96098 -2.99887 -3.79822
C -2.83990 -2.76652 -3.15352
C -2.03115 -1.71951 -3.55367
C -0.83637 -1.53476 -2.87597
C -0.49137 -2.31618 -1.74407
C 0.78648 -2.17000 -1.02818
C -1.35942 -3.38497 -1.38725
C -2.50257 -3.62930 -2.09458
H -2.30137 -1.11916 -4.41110
H -0.13675 -0.80519 -3.25688
H 1.68910 -2.18680 -1.62818
H 0.88273 -2.81310 -0.15196
H -1.07245 -4.03809 -0.57096
H -3.15121 -4.46854 -1.88004
```

Results
* energy relative to the best compared isomer or geometry (same formula, charge and spin): 1.377 eV
* net charge: +2
* HOMO energy (spin up / spin down): -15.3 / -15.3 eV

Question: The highest net charge belongs to which entry?
Answer: C25H23FN4O3S2W

Question: The highest net charge belongs to which entry?
Answer: C25H23FN4O3S2W